Entry 1:
{
  "formula": "C8H28AsF6O10",
  "method": "ωB97M-V/def2-TZVPD",
  "relative_energy_kj_mol": 91.41,
  "charge": -1,
  "lumo_energy_ha": 0.0843,
  "e_homo_ha": -0.2816,
  "orbital_gap_ev": 9.959,
  "species": ["As", "F", "F", "F", "F", "F", "F", "O", "H", "H", "O", "H", "H", "O", "H", "H", "C", "C", "C", "O", "C", "O", "O", "H", "H", "H", "H", "H", "H", "C", "O", "H", "H", "H", "H", "C", "O", "H", "H", "H", "H", "C", "O", "H", "H", "H", "H", "C", "O", "H", "H", "H", "H"],
  "coordinates": [[-0.423905, -0.197630, -0.235778], [1.071695, 0.217100, -1.109368], [0.070215, 0.860610, 1.125642], [-1.971055, -0.380750, 0.616302], [-0.958065, -1.279340, -1.591158], [0.346525, -1.570000, 0.667652], [-1.097935, 1.177070, -1.122888], [-4.356125, -1.518580, -0.193678], [-3.547585, -1.143010, 0.154792], [-4.779835, -0.792840, -0.651938], [2.884995, 2.298180, -0.630818], [2.049645, 2.612120, -0.977048], [2.796185, 1.345210, -0.617188], [-2.009145, 0.625540, -3.620958], [-1.938985, 1.347460, -2.996348], [-2.038175, -0.161070, -3.076328], [3.804195, -1.512590, -0.959508], [3.818465, -2.874190, -1.571968], [4.674555, -3.007870, -2.878188], [5.585805, -3.986360, -2.563668], [5.549475, -4.376200, -1.293488], [6.256305, -5.305860, -0.903298], [4.566465, -3.739330, -0.678478], [4.723755, -0.947740, -1.112648], [3.508155, -1.544320, 0.089042], [3.093845, -0.866410, -1.475218], [2.796345, -3.097860, -1.877488], [5.134595, -2.049920, -3.120678], [4.127725, -3.350310, -3.756708], [2.448815, 2.801950, 2.589112], [1.042885, 2.980360, 2.697352], [2.878235, 3.201380, 1.670332], [2.901425, 3.338330, 3.423102], [2.772005, 1.770360, 2.728652], [0.696205, 2.423850, 1.996132], [-5.172945, 2.360330, -1.835168], [-3.796455, 2.802410, -1.915498], [-5.751155, 3.235110, -1.537598], [-5.410045, 2.046840, -2.851828], [-5.310445, 1.565610, -1.101948], [-3.464205, 2.942250, -1.025748], [-1.989435, -2.238660, 3.329572], [-1.126475, -2.992350, 2.616942], [-2.687275, -1.642680, 2.741412], [-2.722155, -2.905930, 3.783412], [-1.499335, -1.735300, 4.162962], [-0.558295, -2.522510, 2.002102], [-2.875405, 2.736140, 2.483112], [-3.189855, 2.482320, 1.129282], [-2.413965, 3.711970, 2.634552], [-3.736795, 2.798280, 3.148142], [-2.320065, 1.892250, 2.892432], [-2.453405, 2.166570, 0.600562]],
  "forces_ev_per_a": [[0.2, -0.1, -0.5], [-0.8, -0.9, 0.8], [-0.3, -0.7, -1.2], [1.2, -0.2, -0.6], [0.7, 1.0, 1.9], [-0.8, 1.4, -1.3], [0.0, -0.4, 1.1], [-0.5, -0.3, 0.0], [0.3, 0.1, 0.1], [-0.1, 0.2, -0.1], [0.5, 0.4, 0.0], [-0.3, -0.1, -0.1], [-0.2, -0.2, 0.0], [-0.2, 0.0, -0.8], [-0.1, 0.1, 0.2], [0.1, -0.2, 0.2], [-0.2, 1.2, -0.3], [1.2, 0.8, -1.3], [-1.4, 1.1, 0.3], [2.0, -0.7, -0.9], [1.0, -3.0, -0.2], [-1.7, 2.7, -0.1], [-1.1, -0.3, 0.9], [0.5, -0.4, 0.4], [0.1, 0.0, -0.1], [-0.4, -0.3, 0.0], [-0.1, -1.2, 1.1], [0.3, 0.0, 0.0], [-0.3, 0.1, 0.1], [0.4, 0.5, 0.8], [0.5, -0.1, -0.3], [-0.2, -0.1, -0.1], [0.0, 0.2, 0.1], [-0.2, -0.3, -0.2], [-0.5, -0.1, 0.0], [1.3, 0.9, -0.1], [-0.4, -0.5, -0.1], [-0.5, -0.2, -0.1], [-0.3, -0.1, 0.2], [0.0, -0.1, -0.1], [-0.2, 0.1, 0.3], [-1.8, 0.3, 1.1], [1.4, -1.9, -1.2], [0.5, 0.8, -0.2], [0.2, -0.5, 0.4], [-0.1, 0.7, -0.1], [-0.2, 0.5, 0.1], [0.4, -0.3, 0.4], [-1.2, 0.4, -0.3], [0.7, -0.2, -0.2], [-0.7, -0.2, -0.7], [0.6, 0.3, 0.0], [0.5, -0.2, 0.6]]
}

Entry 2:
{
  "formula": "C8H28B3Cs3O4S2",
  "method": "ωB97M-V/def2-TZVPD",
  "relative_energy_kj_mol": 1.76,
  "lumo_energy_ha": -0.0286,
  "e_homo_ha": -0.3379,
  "orbital_gap_ev": 8.417,
  "species": ["Cs", "Cs", "Cs", "B", "H", "H", "H", "H", "B", "H", "H", "H", "H", "B", "H", "H", "H", "H", "C", "C", "C", "S", "O", "O", "C", "H", "H", "H", "H", "H", "H", "H", "H", "C", "C", "C", "S", "O", "O", "C", "H", "H", "H", "H", "H", "H", "H", "H"],
  "coordinates": [[3.960069, 0.703608, -3.705624], [4.089253, 0.897534, 0.521588], [0.215720, 3.106448, -1.635594], [2.128845, 3.173691, -4.306415], [2.631465, 2.882907, -5.215843], [2.035818, 2.297662, -3.683375], [2.780225, 3.847059, -3.771153], [1.213526, 3.697418, -4.534754], [1.420575, -0.036417, -1.298544], [0.837351, 0.008905, -2.205198], [1.398198, -0.986529, -0.787636], [2.453491, 0.232256, -1.457131], [0.984839, 0.731403, -0.678192], [2.780084, 3.714543, 0.389398], [2.506030, 2.919835, -0.287047], [2.314573, 3.394636, 1.308745], [3.829450, 3.726974, 0.640209], [2.363129, 4.636257, 0.014116], [-1.056525, 1.451937, 2.596788], [-1.227333, -0.078143, 2.377064], [-0.013405, -0.812475, 2.878732], [1.249700, 0.362497, 3.490211], [2.513000, 0.127289, 2.984578], [1.058468, 0.299940, 4.935585], [0.403385, 1.790105, 2.735773], [-1.599194, 1.844351, 3.456805], [-1.685305, 2.012326, 1.904918], [-1.154854, -0.275466, 1.307528], [-2.054494, -0.675948, 2.759862], [0.428359, -1.423690, 2.091734], [-0.093995, -1.409369, 3.787208], [0.793213, 1.739716, 1.719117], [0.736483, 2.753950, 3.120649], [-1.497338, -3.312604, -1.464800], [-2.145252, -4.294983, -0.510309], [-2.869710, -3.607388, 0.576032], [-3.551120, -2.138681, -0.439336], [-3.246063, -0.876397, 0.230424], [-4.977235, -2.310429, -0.828347], [-2.540326, -2.359183, -1.928054], [-1.104524, -3.641303, -2.426964], [-0.682485, -2.807190, -0.946474], [-1.341972, -4.789374, 0.035978], [-2.704666, -5.070809, -1.033044], [-2.244707, -3.125079, 1.327604], [-3.703715, -4.187745, 0.970631], [-2.422482, -1.355747, -2.337109], [-3.208552, -2.778297, -2.680332]],
  "forces_ev_per_a": [[0.0, 0.1, -0.2], [0.0, 0.0, 0.5], [0.0, 0.3, -0.2], [0.0, 0.1, -0.1], [2.0, -1.3, -3.7], [-1.1, -3.3, 2.4], [2.7, 2.7, 2.2], [-3.7, 1.7, -0.7], [-0.2, -0.2, 0.0], [-2.0, -0.2, -3.8], [-0.2, -3.8, 1.9], [4.0, 1.1, -0.9], [-1.5, 2.8, 2.9], [-0.1, 0.2, 0.0], [-0.5, -3.1, -3.0], [-2.1, -1.0, 3.8], [4.3, 0.3, 0.4], [-1.4, 3.6, -1.3], [-2.0, 0.0, 1.8], [1.0, -0.3, -0.6], [2.0, -0.4, 0.6], [-6.7, 0.2, 2.7], [4.7, -0.5, -2.1], [0.4, 0.7, -0.9], [1.0, -0.3, -1.4], [0.2, -0.7, 0.9], [0.9, 0.0, -1.1], [-0.6, 0.4, -0.1], [-0.6, 1.1, 0.0], [0.2, 0.0, 0.1], [-0.5, -0.1, -0.1], [0.5, 0.1, -0.1], [-0.3, -0.2, 0.3], [1.1, 1.0, -1.0], [1.9, -1.8, -0.1], [-1.7, 2.2, -1.2], [-3.3, 0.9, 0.2], [0.3, -1.0, -0.4], [2.3, -0.3, 0.7], [-2.1, 0.8, 0.6], [0.5, -1.1, 0.5], [0.1, 0.2, -0.1], [0.2, -0.6, -0.4], [-0.3, 0.2, 0.1], [0.0, -0.2, 0.0], [0.1, 0.4, 0.1], [1.1, 0.1, 0.5], [-0.1, -0.6, 0.3]]
}

Entry 3:
{
  "formula": "C8H28N2O5",
  "method": "ωB97M-V/def2-TZVPD",
  "smiles": "COC[C@H](C)N.COC[C@H](C)N.O.O.O",
  "relative_energy_kj_mol": 53.15,
  "lumo_energy_ha": 0.0043,
  "e_homo_ha": -0.3445,
  "orbital_gap_ev": 9.491,
  "species": ["O", "H", "H", "O", "H", "H", "O", "H", "H", "C", "C", "C", "O", "C", "N", "H", "H", "H", "H", "H", "H", "H", "H", "H", "H", "H", "C", "C", "C", "O", "C", "N", "H", "H", "H", "H", "H", "H", "H", "H", "H", "H", "H"],
  "coordinates": [[-0.164120, -0.698013, 1.029215], [-0.400451, -1.162406, 1.836649], [-0.806781, -0.997765, 0.379570], [-3.015318, -1.654543, 1.880209], [-3.511494, -1.481853, 2.686061], [-2.648662, -2.534722, 2.012215], [2.384791, 0.578687, 1.018154], [2.375456, 1.082159, 1.846081], [1.527579, 0.133168, 0.999499], [-1.197522, -1.804770, -6.246304], [0.295563, -1.658505, -5.955204], [0.521482, -1.157837, -4.514126], [0.243847, -2.219960, -3.630081], [0.781459, -1.993095, -2.349069], [0.917945, -2.976853, -6.206104], [-1.392081, -1.919059, -7.311697], [-1.777855, -0.943321, -5.900093], [-1.621008, -2.662864, -5.717799], [0.694728, -0.911303, -6.642542], [-0.191808, -0.354312, -4.297419], [1.563098, -0.833657, -4.397117], [1.868666, -2.170519, -2.367063], [0.384413, -2.742217, -1.665904], [0.604210, -0.981531, -1.977414], [1.884570, -2.937250, -5.873491], [0.503815, -3.581684, -5.494362], [-0.411483, 3.279571, 2.023421], [0.294055, 2.935261, 3.326879], [-0.362146, 1.755150, 3.990756], [0.349378, 1.409109, 5.158302], [-0.422005, 1.032342, 6.269888], [1.714151, 2.647026, 3.064070], [-0.083548, 4.241402, 1.628512], [-1.491686, 3.339497, 2.179599], [-0.205381, 2.520408, 1.265995], [0.189360, 3.811137, 3.989282], [-0.374807, 0.898416, 3.300012], [-1.402582, 2.009346, 4.219815], [0.030932, 0.159377, 6.739718], [-1.448450, 0.753455, 5.992820], [-0.514562, 1.852198, 6.990461], [2.155771, 3.511954, 2.763894], [2.158464, 2.428386, 3.954725]],
  "forces_ev_per_a": [[0.0, -0.1, 0.0], [-0.1, 0.0, 0.0], [-0.1, 0.1, 0.0], [0.2, -0.1, 0.1], [0.0, 0.1, 0.0], [-0.1, -0.1, 0.0], [0.2, -0.2, 0.0], [-0.2, 0.2, -0.2], [0.1, 0.0, 0.0], [-0.4, 0.2, 0.2], [-0.5, -0.3, 0.2], [-0.2, -0.4, -0.6], [-0.2, -0.1, 0.2], [0.7, -0.5, 0.0], [0.3, 0.4, 0.7], [0.1, -0.1, 0.0], [0.2, 0.1, -0.1], [0.1, -0.1, -0.1], [0.2, 0.0, 0.0], [0.4, 0.3, 0.0], [-0.1, 0.2, 0.1], [-0.1, 0.3, 0.0], [-0.3, 0.1, 0.0], [-0.2, 0.0, 0.0], [0.0, 0.1, -0.4], [-0.1, -0.1, -0.3], [-0.1, -0.2, -0.1], [0.2, 0.6, -0.3], [-0.2, -0.3, -0.2], [0.2, 0.0, 0.1], [-0.5, -0.1, 0.1], [0.0, 0.2, 0.6], [0.1, 0.0, 0.0], [0.0, 0.0, 0.0], [0.0, 0.0, 0.1], [0.0, -0.2, 0.1], [0.0, 0.1, 0.0], [0.0, 0.0, 0.1], [0.1, 0.1, 0.1], [0.2, 0.0, -0.1], [0.2, 0.0, 0.0], [0.0, -0.1, -0.2], [-0.1, -0.1, -0.1]]
}

Entry 4:
{
  "formula": "C8H28O10",
  "method": "ωB97M-V/def2-TZVPD",
  "smiles": "OCCO.OCCO.OCCO.OCCO.O.O",
  "relative_energy_kj_mol": 0.00,
  "lumo_energy_ha": 0.0156,
  "e_homo_ha": -0.3500,
  "orbital_gap_ev": 9.949,
  "species": ["C", "C", "O", "O", "H", "H", "H", "H", "H", "H", "C", "C", "O", "O", "H", "H", "H", "H", "H", "H", "C", "C", "O", "O", "H", "H", "H", "H", "H", "H", "C", "C", "O", "O", "H", "H", "H", "H", "H", "H", "O", "H", "H", "O", "H", "H"],
  "coordinates": [[1.717957, 2.807238, -1.481228], [2.597880, 1.743653, -0.840645], [3.851347, 1.625691, -1.515535], [1.281766, 2.363992, -2.774222], [2.324602, 3.709888, -1.601757], [0.816559, 3.051893, -0.928797], [2.115985, 0.768396, -0.992197], [2.695195, 1.825391, 0.244647], [4.127402, 0.708522, -1.488018], [2.040761, 2.107797, -3.310519], [-2.971792, -1.791268, 0.497923], [-3.803269, -1.987975, 1.765679], [-3.857343, -3.377415, 2.064906], [-1.678592, -2.350704, 0.674914], [-2.853991, -0.715943, 0.359600], [-3.489497, -2.203162, -0.368054], [-4.791598, -1.560087, 1.569206], [-3.346916, -1.398081, 2.564944], [-4.592885, -3.478116, 2.677995], [-1.642262, -3.270495, 0.403081], [0.780764, 2.534034, 4.339064], [0.170696, 1.629283, 3.276661], [1.083642, 1.470972, 2.224037], [1.389775, 3.678999, 3.752919], [1.613745, 1.951363, 4.765304], [0.113076, 2.826169, 5.144150], [-0.769678, 2.058681, 2.901724], [-0.154526, 0.679505, 3.716198], [0.809555, 0.759868, 1.616231], [1.853293, 3.339800, 2.974106], [-0.708582, -1.722395, -4.100587], [0.241847, -0.979097, -3.197783], [-0.331644, 0.092495, -2.452398], [-1.542449, -2.608648, -3.369731], [-0.066108, -2.297222, -4.782190], [-1.341068, -1.099011, -4.742365], [1.069205, -0.630428, -3.817198], [0.540970, -1.688780, -2.417715], [0.225521, 0.892658, -2.473054], [-2.142042, -3.070020, -3.957861], [0.085083, -0.295993, 0.344714], [-0.047827, -0.123714, -0.600904], [-0.530799, -1.035781, 0.555933], [2.749490, -1.536325, 0.906409], [1.957513, -0.989244, 0.779439], [2.409240, -2.416385, 1.092976]],
  "forces_ev_per_a": [[1.2, -0.1, -0.5], [-0.6, -1.4, 0.1], [-0.1, 0.9, -0.2], [-0.4, -0.1, 0.0], [-0.1, 0.1, 0.1], [0.1, -0.2, 0.3], [-0.4, 0.2, 0.2], [0.2, 0.5, -0.1], [0.0, -0.1, 0.1], [0.2, 0.2, 0.2], [-0.5, -0.2, 0.8], [0.3, 0.2, -0.8], [-0.4, 0.5, 0.1], [0.2, 0.3, -0.1], [0.1, 0.0, -0.2], [0.1, -0.1, -0.1], [-0.1, -0.1, 0.1], [0.1, -0.2, 0.2], [0.1, -0.3, 0.0], [-0.2, 0.0, 0.0], [1.6, -0.8, -0.5], [-1.5, 0.2, 0.1], [0.6, 0.0, 0.1], [-0.5, 0.1, -0.1], [-0.3, -0.1, 0.3], [-0.2, 0.1, -0.2], [0.1, 0.3, -0.1], [0.4, -0.1, 0.2], [-0.3, 0.3, 0.1], [-0.1, 0.1, 0.1], [-0.3, -0.4, -0.8], [-0.4, 0.1, 0.8], [-0.5, 0.2, 0.1], [0.1, 0.1, 0.7], [0.0, -0.1, 0.0], [0.3, 0.4, 0.2], [0.2, 0.0, 0.2], [0.6, -0.3, -0.5], [0.0, 0.0, -0.6], [0.0, 0.1, -0.2], [-0.1, -0.4, 0.4], [-0.2, 0.0, -0.3], [0.4, 0.2, -0.2], [0.0, 0.1, -0.1], [0.0, -0.2, 0.0], [0.0, 0.0, 0.0]]
}

Entry 5:
{
  "formula": "C8H28O10",
  "method": "ωB97M-V/def2-TZVPD",
  "smiles": "OCCO.OCCO.OCCO.OCCO.O.O",
  "relative_energy_kj_mol": 184.03,
  "lumo_energy_ha": 0.0016,
  "e_homo_ha": -0.3493,
  "orbital_gap_ev": 9.549,
  "species": ["O", "H", "H", "O", "H", "H", "C", "C", "O", "O", "H", "H", "H", "H", "H", "H", "C", "C", "O", "O", "H", "H", "H", "H", "H", "H", "C", "C", "O", "O", "H", "H", "H", "H", "H", "H", "C", "C", "O", "O", "H", "H", "H", "H", "H", "H"],
  "coordinates": [[-3.391665, 2.924076, -0.695023], [-3.010035, 3.366686, 0.063067], [-2.790435, 2.202426, -0.879363], [-1.446665, 0.980166, -0.427893], [-1.964515, 1.132406, 0.362597], [-1.555255, 0.046716, -0.609853], [2.357445, 1.172406, -0.473943], [3.548965, 0.947816, 0.409827], [4.815275, 0.897606, -0.285633], [2.315875, 0.101876, -1.439463], [2.582075, 2.080746, -1.033003], [1.353315, 1.141356, -0.051033], [3.346535, 0.105886, 1.071867], [3.739945, 1.812406, 1.045527], [4.987315, 0.045426, -0.692803], [1.647135, -0.524154, -1.152273], [-1.413475, 3.077336, 4.025437], [-2.047015, 2.781156, 2.749737], [-3.090625, 1.751646, 2.800457], [-2.378805, 3.209666, 5.043427], [-1.051235, 4.104716, 3.988257], [-0.711015, 2.292226, 4.305187], [-1.303125, 2.570236, 1.981467], [-2.324165, 3.814846, 2.542917], [-3.461095, 1.787686, 3.685367], [-2.086125, 2.986906, 5.930177], [0.329705, -1.832414, 1.116477], [1.144515, -3.148494, 0.733127], [1.441165, -3.191724, -0.668213], [-0.917195, -1.679894, 0.507947], [1.033275, -1.042234, 0.854347], [0.185975, -1.740474, 2.193037], [0.581695, -4.034184, 1.027897], [2.098885, -3.079294, 1.255137], [2.198615, -3.749294, -0.860523], [-1.551295, -2.259724, 0.936097], [-0.814455, -2.338474, -3.376093], [-0.162165, -1.380434, -4.400843], [-0.048745, -1.882244, -5.741683], [-0.102255, -3.494454, -3.042153], [-1.713605, -2.730624, -3.851313], [-1.006465, -1.671624, -2.535523], [0.850605, -1.104284, -4.107343], [-0.733935, -0.454314, -4.459823], [0.525165, -2.651784, -5.746953], [-0.008135, -3.344304, -2.098643]],
  "forces_ev_per_a": [[-0.5, 0.4, 0.0], [0.0, 0.2, 0.2], [0.3, -0.2, -0.3], [0.3, 0.4, -0.3], [-0.2, -0.2, 0.5], [0.1, -0.5, 0.1], [0.4, -0.8, -1.6], [0.9, 0.5, 0.7], [-0.8, -0.1, 0.3], [0.2, 0.0, -0.2], [-0.5, 0.1, -0.1], [0.3, 0.8, 0.8], [0.4, -0.4, 0.0], [-0.5, 0.1, 0.2], [-0.5, -0.1, -0.1], [0.0, -0.2, -0.1], [1.3, -0.2, 2.5], [-1.5, 0.0, -0.9], [1.7, 1.3, -0.7], [-1.8, -0.4, 0.4], [1.4, -0.4, -0.5], [0.5, 0.3, 0.1], [0.0, -0.5, 0.1], [-1.7, -0.2, -1.1], [-0.1, 0.2, 0.3], [0.4, -0.1, -0.3], [1.6, -1.3, -0.1], [-0.4, 1.0, 0.1], [-0.8, 0.7, 0.3], [-0.2, 0.1, -0.8], [-0.5, 0.5, -0.4], [0.4, -0.4, 0.2], [0.1, -0.2, 0.1], [-0.1, -0.2, 0.5], [0.0, -0.1, 0.2], [0.0, -0.1, 0.0], [-0.5, 1.0, -2.2], [0.8, -0.8, -0.3], [-0.6, 0.1, 0.2], [0.5, 0.4, 0.6], [-0.6, 0.6, 0.2], [-0.3, -0.3, 0.4], [0.1, 0.1, 0.5], [-0.2, -0.1, 0.0], [0.1, -0.1, 0.2], [0.9, -0.8, 0.3]]
}